Entry from the OMol25 dataset: 3 unconnected molecules or ions with the total composition C4H16N2O2 at a distorted geometry (the ωB97M-V functional and the def2-TZVPD basis).

The geometry in XYZ format:
```
24
Properties=species:S:1:pos:R:3:forces:R:3:mulliken_charge:R:1
C 0.3802 -0.7854 0.7475 -0.2 -0.6 1.1 0.190
C -0.1619 0.5558 0.1781 -0.6 -0.7 2.0 -0.498
C 0.8273 1.2989 -0.7052 0.5 -0.5 -0.4 -0.100
N 1.7121 2.2029 -0.0001 -0.3 1.0 -0.1 -0.606
C -0.6416 -1.6832 1.6040 2.1 1.5 -0.5 -0.524
N -2.0509 -1.5126 1.4096 -1.4 -0.7 -1.1 -0.614
H 1.1911 -0.6677 1.5349 -0.5 0.5 -1.3 0.333
H 0.8284 -1.4262 -0.0177 -0.4 0.5 0.0 -0.719
H -0.4516 1.1385 1.0859 0.5 0.2 -0.5 0.306
H -1.1774 0.4131 -0.2338 0.6 -0.3 -0.6 0.128
H 0.3067 1.7958 -1.5505 0.4 0.0 0.5 0.206
H 1.5261 0.5567 -1.1410 -0.6 0.3 -0.1 0.207
H 1.2891 2.7275 0.7495 -0.4 0.1 -0.1 0.216
H 2.5388 1.7983 0.3789 0.4 -0.6 0.0 0.241
H -0.2658 -2.7088 1.3748 -0.8 0.5 0.7 0.277
H -0.3759 -1.3588 2.6270 -0.4 -0.8 -0.2 0.303
H -2.3715 -0.7171 0.8634 0.7 0.7 0.6 0.264
H -2.3902 -2.2133 0.7661 -0.1 -0.7 0.3 0.279
H -1.8692 1.9481 -1.4828 -0.7 -0.1 0.3 0.332
H -3.0913 2.6246 -2.3017 -0.3 -0.3 0.6 0.296
O -2.1566 2.4485 -2.2434 0.9 0.4 -1.0 -0.633
H 2.3020 -2.6168 -0.7054 1.5 0.1 0.2 0.344
H 1.5830 -1.9041 -1.5862 0.0 1.0 -1.2 0.403
O 2.5192 -1.9145 -1.3518 -1.1 -1.3 0.7 -0.633
```
Positions in Å, forces in eV/Å.

Output
- calculated total energy (a.u.) = -421.925013
- multiplicity = 1
- largest force on an atom (Eh/bohr) = 0.0513
- frontier orbital gap (hartree) = 0.35476
- charge = 0
- SMILES = NCCCCN.O.O

=====

Entry from the OMol25 dataset: 2 unconnected molecules or ions with the total composition C3H13N2Si at a distorted geometry (the ωB97M-V functional and the def2-TZVPD basis).

The geometry in XYZ format:
```
19
Properties=species:S:1:pos:R:3:forces:R:3:mulliken_charge:R:1
C -1.6267 -0.9837 0.3593 -0.9 3.7 -0.2 -1.451
C -0.7498 0.5301 -1.4999 -1.9 1.7 -0.6 -0.182
C -0.5852 -0.4804 -0.4976 1.1 0.3 -0.5 0.186
N 0.7043 0.7668 1.1901 -0.9 -3.0 -0.2 -0.573
N 0.3306 0.8830 -2.3821 -0.5 0.3 -1.0 -0.575
Si 1.8923 -0.3383 1.8966 1.6 0.4 0.8 0.284
H -2.0470 -1.8484 0.0925 -1.0 -4.0 -1.9 0.500
H -1.2332 -1.2457 1.2735 0.8 -0.1 2.4 0.424
H -2.5389 -0.3761 0.3856 0.6 0.6 0.5 0.354
H -1.2989 1.4998 -1.1646 0.7 -1.9 -0.4 0.411
H -1.5930 -0.1359 -2.0014 0.7 0.8 0.3 0.275
H 0.2253 -1.1550 -0.7589 0.3 -0.1 0.5 0.348
H 0.1073 1.0586 1.9259 -1.0 0.5 0.5 0.294
H 1.1533 1.5330 0.8171 0.9 2.2 -1.2 0.278
H 0.0818 1.7989 -2.8829 0.7 -2.2 0.7 0.284
H 0.5927 0.0982 -3.0396 -0.4 1.6 0.8 0.258
H 1.6327 -0.2580 3.4267 0.3 -0.4 -1.3 -0.031
H 3.2887 0.3805 1.5665 -1.5 -1.2 0.3 -0.039
H 1.6637 -1.7274 1.2930 0.3 0.8 0.5 -0.045
```
Positions in Å, forces in eV/Å.

Output
- calculated total energy (a.u.) = -520.754363
- multiplicity = 1
- largest force on an atom (Eh/bohr) = 0.0877
- frontier orbital gap (hartree) = 0.32644
- charge = +1

=====

Entry from the OMol25 dataset: 12 unconnected molecules or ions with the total composition C56H136Cl8N8 at a distorted geometry (the ωB97M-V functional and the def2-TZVPD basis).

The geometry in XYZ format:
```
208
Properties=species:S:1:pos:R:3:forces:R:3:mulliken_charge:R:1
C -27.0206 5.2496 6.7178 1.1 -0.2 0.0 -1.391
C -25.6012 5.7801 6.3148 -1.3 1.4 0.7 -0.394
N -25.4855 6.1901 4.9122 1.4 -1.2 0.6 1.101
C -25.3172 4.9547 4.1163 -1.5 0.7 0.1 -0.821
C -24.6882 5.2311 2.7953 0.8 0.0 -0.6 -1.154
C -26.5170 7.1458 4.4669 1.0 -0.6 0.7 -1.131
C -26.5460 8.4373 5.3134 -0.4 -0.1 -1.0 0.218
H -27.1776 4.2548 6.3008 -0.1 0.0 -0.2 0.417
H -27.8309 5.8942 6.3770 0.1 0.0 0.2 0.289
H -27.0497 5.1119 7.7987 -0.2 0.2 0.1 0.178
H -25.3452 6.6709 6.8884 -0.4 0.3 0.3 -0.301
H -24.8356 5.1032 6.6941 0.1 -0.4 -0.8 0.605
H -24.8112 4.1790 4.6912 0.5 0.4 0.1 0.492
H -26.3020 4.5096 3.9745 -0.5 -0.2 -0.3 0.358
H -24.3841 4.3228 2.2751 -0.1 -0.1 0.0 0.489
H -25.3356 5.7865 2.1166 -0.1 0.0 0.1 0.433
H -23.7857 5.8232 2.9468 0.0 0.0 0.0 -0.115
H -27.4771 6.6343 4.5352 -0.5 0.2 -0.2 0.376
H -26.3261 7.3586 3.4151 0.0 0.1 0.1 0.517
H -27.2200 9.1213 4.7977 -0.4 0.0 0.2 0.590
H -25.6192 9.0109 5.3287 0.3 -0.6 0.2 -0.311
H -26.9259 8.2592 6.3194 0.2 0.1 0.0 -0.491
C -19.8752 16.4289 7.4618 -0.1 -0.2 -0.9 -0.874
C -20.1514 17.3627 6.2440 -0.7 -1.0 0.3 -0.630
N -21.5916 17.3672 5.8403 0.3 2.4 0.2 0.414
C -21.8639 18.5506 4.9340 -1.8 -1.4 0.9 -0.602
C -23.3869 18.6165 4.5307 0.5 0.1 -0.3 -1.064
C -22.1166 16.1124 5.3520 1.1 -0.5 -0.5 0.516
C -21.5257 15.6483 3.9813 -0.3 0.2 0.4 -0.829
H -18.8713 16.5663 7.8635 0.0 0.3 0.0 0.454
H -19.9151 15.3768 7.1797 0.0 -0.1 -0.2 0.015
H -20.6108 16.5414 8.2582 0.1 0.4 0.0 0.195
H -19.7624 18.3469 6.5049 -0.7 0.3 0.0 0.476
H -19.5709 17.0803 5.3657 0.5 -0.4 0.0 0.394
H -21.6661 19.4729 5.4802 0.4 -0.2 0.0 0.445
H -21.2595 18.4862 4.0292 0.2 0.3 -0.2 0.407
H -23.6803 17.8867 3.7761 0.3 -0.1 -0.1 0.189
H -24.1254 18.4963 5.3234 0.5 -0.1 0.5 0.207
H -23.6165 19.5909 4.0997 0.2 0.1 -0.1 0.433
H -23.2006 16.1517 5.2449 0.0 0.3 0.0 -0.103
H -21.9458 15.3991 6.1584 0.1 -0.4 -0.2 -0.474
H -20.4567 15.4443 3.9203 0.1 0.0 0.6 0.352
H -21.6789 16.4611 3.2714 -0.3 -0.2 -0.2 0.370
H -22.0306 14.7457 3.6370 -0.1 0.1 -0.1 -0.173
C -28.6614 8.1928 9.0589 0.2 -0.2 1.1 -0.966
C -28.0037 9.5658 9.0607 -2.0 0.7 -1.1 0.235
N -28.9749 10.6161 9.4919 1.0 -0.3 0.6 0.253
C -30.0291 10.9616 8.5134 0.6 -1.1 0.8 -0.067
C -31.0315 11.8849 9.1227 -0.4 0.5 0.1 -1.497
C -28.2120 11.7471 10.0609 -1.0 -0.5 -0.2 -1.324
C -27.4692 12.5713 9.0374 0.3 0.6 0.3 -0.089
H -28.0796 7.4497 8.5136 -0.1 0.0 -0.1 -0.106
H -29.7041 8.1746 8.7416 0.2 0.3 -0.5 0.444
H -28.7343 7.8751 10.0991 0.1 -0.3 0.1 0.248
H -27.1204 9.6287 9.6963 0.0 -0.2 -0.1 -0.126
H -27.7626 9.8183 8.0281 0.8 -0.1 -0.3 0.012
H -29.6815 11.3377 7.5512 0.4 0.2 -0.2 0.166
H -30.5551 10.0312 8.2998 0.1 -0.1 -0.1 0.419
H -30.6491 12.9048 9.1643 -0.2 0.1 0.1 0.282
H -31.9490 11.8740 8.5344 0.0 0.2 -0.1 0.461
H -31.2844 11.5440 10.1267 0.0 0.1 0.1 0.334
H -27.5170 11.3623 10.8072 0.0 -0.3 -0.1 0.335
H -28.9281 12.3263 10.6438 0.1 0.4 -0.1 0.505
H -26.7905 11.9783 8.4243 -0.2 -0.2 -0.2 0.007
H -26.8218 13.2809 9.5527 0.0 0.2 0.0 0.215
H -28.1541 13.1438 8.4120 0.1 -0.1 -0.2 0.316
C -21.4345 3.5947 3.6104 0.0 0.7 1.1 -1.398
C -21.4544 4.2623 5.0168 0.1 0.3 -0.4 0.403
N -20.4202 5.3052 5.2829 -2.1 -0.2 -0.3 1.022
C -19.1000 4.7738 5.2845 0.5 -1.0 0.3 -0.717
C -18.0121 5.8132 5.0768 -0.4 0.1 -0.8 -1.184
C -20.6781 6.0284 6.5247 -0.2 1.4 -0.1 -0.622
C -21.9660 6.8587 6.5167 -0.4 -1.2 -0.9 0.910
H -20.5425 2.9773 3.5043 -0.1 0.0 -0.3 0.528
H -21.5255 4.3424 2.8226 0.3 0.0 0.0 0.150
H -22.3205 2.9620 3.5561 0.1 -0.2 -0.1 0.400
H -22.4421 4.6982 5.1668 0.1 0.3 -0.1 -0.534
H -21.4232 3.4646 5.7590 0.3 -0.3 0.4 0.234
H -19.0593 3.9542 4.5671 0.3 0.3 -0.4 0.477
H -18.9669 4.2454 6.2285 0.5 -0.1 0.6 0.388
H -18.2222 6.3555 4.1549 -0.2 0.1 -0.1 0.163
H -17.0405 5.3559 4.8894 0.1 0.0 0.6 0.486
H -18.0323 6.5645 5.8663 0.5 -0.2 0.1 0.199
H -20.6127 5.4659 7.4561 0.1 -0.7 0.0 0.273
H -19.8889 6.7780 6.5811 0.2 0.0 0.2 -0.142
H -22.0917 7.4968 7.3914 0.3 0.2 -0.3 0.015
H -22.0216 7.3205 5.5310 0.2 1.0 0.2 -0.256
H -22.8640 6.2443 6.4516 0.0 -0.3 0.5 -0.769
C -26.8254 13.1276 5.3063 -0.9 0.7 -0.4 -0.385
C -26.6184 14.3166 4.3492 1.0 -0.5 0.1 -0.035
N -26.8159 13.9770 2.9377 0.1 0.5 -0.7 0.148
C -26.8572 15.1957 2.0914 -1.3 0.5 0.4 -0.237
C -28.2090 16.0138 2.1928 0.3 -1.0 -0.2 -1.369
C -25.8589 12.9815 2.4189 0.8 -0.2 0.0 -1.370
C -24.3457 13.2969 2.6013 -0.4 0.5 0.3 -0.013
H -25.9639 12.4607 5.3402 -0.1 -0.1 -0.2 -0.408
H -27.7272 12.6219 4.9610 0.1 -0.5 0.1 0.467
H -27.0355 13.4628 6.3220 0.2 0.1 -0.1 -0.030
H -27.1942 15.2056 4.6065 -0.4 -0.3 0.0 0.614
H -25.5808 14.6154 4.4978 0.4 0.5 0.0 -0.315
H -26.1040 15.9450 2.3350 0.6 -0.2 0.2 0.054
H -26.6970 14.9302 1.0464 -0.1 -0.3 0.1 0.508
H -28.2044 16.7732 2.9747 0.1 -0.1 0.0 0.330
H -28.4456 16.4979 1.2453 0.3 0.2 0.0 0.409
H -29.0572 15.3507 2.3630 0.1 -0.2 0.2 0.334
H -26.0414 12.8099 1.3580 -0.2 0.3 -0.1 0.492
H -26.0540 12.0004 2.8518 -0.2 0.0 0.4 0.286
H -24.0993 13.3754 3.6602 0.0 0.0 0.1 -0.242
H -24.0820 14.2528 2.1488 -0.1 0.1 -0.1 0.420
H -23.6383 12.5740 2.1950 -0.4 -0.3 -0.2 0.248
C -21.0429 13.4281 9.1751 0.8 -1.1 -1.0 -0.169
C -20.0164 12.4903 8.3981 -1.3 1.4 0.5 -0.786
N -20.0067 11.1787 8.9672 0.1 -1.1 0.4 1.545
C -19.6625 11.0876 10.3970 -1.0 -0.7 -0.6 -1.436
C -20.7240 10.1733 11.0545 0.5 -0.2 0.9 -0.415
C -19.2467 10.2031 8.1701 0.6 0.7 0.5 -2.362
C -19.9443 9.8184 6.9154 -0.2 -0.1 -1.0 0.615
H -21.2921 14.2852 8.5495 0.1 0.1 0.2 -0.300
H -20.6975 13.7252 10.1654 0.0 0.2 -0.1 0.504
H -21.9532 12.8348 9.2621 -0.1 0.0 0.2 -0.198
H -20.4197 12.4583 7.3860 0.2 -0.3 0.0 -0.080
H -19.0247 12.9367 8.3248 0.4 0.3 0.2 0.508
H -18.6576 10.6692 10.4536 0.1 -0.2 0.4 0.441
H -19.6048 12.0568 10.8924 -0.2 0.0 -0.2 0.446
H -21.7611 10.5028 10.9920 0.1 0.5 -0.4 -0.095
H -20.7262 9.1482 10.6839 0.2 0.0 -0.5 0.075
H -20.5493 10.0363 12.1217 0.2 0.2 0.3 0.629
H -18.9001 9.3089 8.6881 -1.0 -0.1 0.8 0.458
H -18.2536 10.6073 7.9734 0.4 0.6 -0.6 0.381
H -21.0024 9.6080 7.0714 0.1 -0.3 0.2 -0.215
H -19.4529 8.9452 6.4862 -0.1 -0.1 -0.1 0.202
H -19.9200 10.5931 6.1490 0.1 0.2 0.0 0.251
C -26.4646 5.6485 10.6057 -0.6 0.4 0.5 -0.613
C -26.4990 5.9849 12.1114 0.4 -0.3 -2.0 -1.000
N -25.2058 6.5158 12.4885 0.4 0.9 1.9 1.027
C -25.1560 6.5200 13.9775 1.3 -0.5 -0.2 -0.501
C -25.0041 5.1105 14.5692 -0.4 -0.4 -0.2 -1.326
C -25.0204 7.9195 12.0032 -0.3 -0.7 -0.6 -0.454
C -23.7090 8.6558 12.2956 -0.1 -0.6 0.3 -0.509
H -27.4029 5.1606 10.3417 0.1 -0.2 -0.2 0.585
H -25.6132 4.9985 10.4037 -0.1 0.0 -0.1 0.227
H -26.4104 6.5553 10.0034 0.2 -0.1 -0.1 -0.186
H -27.2886 6.7057 12.3236 -0.4 0.1 0.2 0.359
H -26.7217 5.0343 12.5961 0.2 0.3 0.4 0.406
H -24.3031 7.1396 14.2544 0.2 -0.2 0.1 0.230
H -26.0011 6.9920 14.4787 -0.5 0.2 -0.3 0.341
H -24.3299 4.4431 14.0322 0.4 0.4 -0.2 0.231
H -24.7010 5.0984 15.6161 0.0 0.3 0.0 0.426
H -25.9476 4.5667 14.5232 -0.2 0.1 0.1 0.370
H -25.9248 8.4789 12.2422 -0.1 0.6 0.5 0.597
H -25.0419 7.9246 10.9135 -0.1 -0.4 -0.1 -0.651
H -23.7011 9.5266 11.6400 0.1 0.1 0.2 0.040
H -22.8564 8.0255 12.0425 0.0 0.0 -0.3 -0.143
H -23.4924 8.9513 13.3222 -0.5 0.2 0.1 0.404
C -22.6540 8.0938 1.9804 -0.6 0.2 -0.7 -1.369
C -22.4667 9.4739 2.5586 1.2 -0.9 -0.2 0.966
N -21.0221 9.8101 2.4570 -0.8 -0.6 1.8 0.165
C -20.2205 8.9765 3.4125 0.8 0.3 -0.9 0.716
C -18.7113 9.2129 3.1868 -1.1 -0.3 -0.3 -1.726
C -20.9105 11.2176 2.7785 0.2 1.0 0.5 0.955
C -20.5229 11.9300 1.5355 0.4 0.6 -0.4 -1.776
H -22.0449 7.3298 2.4635 -0.5 0.0 0.2 -0.017
H -22.3422 8.1025 0.9360 0.1 0.1 -0.1 0.351
H -23.7232 7.8829 1.9635 0.1 -0.5 0.3 0.442
H -23.0917 10.1975 2.0353 0.3 0.1 -0.3 0.378
H -22.7878 9.5091 3.5997 -0.1 0.0 0.4 -0.591
H -20.3275 7.9154 3.1870 -0.5 0.1 0.1 0.229
H -20.4332 9.1138 4.4727 -0.6 0.3 0.1 -0.487
H -18.1668 8.6995 3.9793 0.2 0.2 -0.1 0.393
H -18.4672 10.2731 3.1200 0.2 -0.1 0.2 0.425
H -18.5231 8.7306 2.2277 0.5 0.2 0.0 0.395
H -21.8290 11.6630 3.1606 -0.4 -0.3 0.1 -0.698
H -20.1991 11.4561 3.5692 0.3 -0.4 0.1 0.247
H -20.3732 13.0005 1.6763 0.0 0.1 0.1 0.320
H -19.5836 11.4719 1.2257 -0.1 0.2 -0.6 0.470
H -21.3222 11.8041 0.8052 0.3 -0.1 -0.3 0.342
Cl -22.6593 12.2942 5.9968 -0.3 -0.3 0.1 0.262
C -23.5241 10.7650 6.4059 0.0 -0.1 -0.2 1.423
C -23.4812 10.5334 7.9124 0.3 1.4 -0.4 -0.260
Cl -24.2682 9.0431 8.3549 -0.4 -0.8 0.2 0.224
H -23.0643 9.9629 5.8287 0.3 0.0 0.2 -0.801
H -24.5351 10.8596 6.0098 0.0 0.1 0.3 -0.409
H -24.0030 11.3469 8.4164 -0.1 0.0 0.0 0.393
H -22.4596 10.5384 8.2924 0.1 -0.1 -0.1 -1.008
Cl -22.6351 4.5059 9.0815 0.1 0.6 0.5 -0.148
C -22.4874 5.8257 10.3119 0.8 -0.2 1.0 0.706
C -22.1930 5.2582 11.7289 -1.3 -0.5 -0.7 -0.123
Cl -20.6313 4.3656 11.9039 -0.6 0.7 -0.2 -0.217
H -23.4221 6.3852 10.2758 0.0 -0.2 0.3 -0.799
H -21.6797 6.5271 10.1027 0.1 -0.2 -0.7 0.376
H -22.9946 4.5513 11.9431 0.2 -0.2 0.1 0.139
H -22.3113 6.0239 12.4955 0.5 0.1 -0.2 0.225
Cl -24.0056 18.4593 9.5304 0.2 -0.1 -0.3 -0.240
C -23.8581 17.0905 8.3679 -0.1 -0.4 0.7 0.992
C -24.7117 15.9450 8.9040 -0.2 0.3 0.0 -0.832
Cl -24.7615 14.7091 7.6254 -0.1 -0.3 0.0 -0.055
H -22.8227 16.7526 8.3244 0.0 0.4 0.0 -0.409
H -24.1594 17.4279 7.3762 -0.1 0.0 0.3 -0.200
H -25.7201 16.2661 9.1650 -0.1 0.0 -0.4 0.441
H -24.3263 15.4770 9.8098 0.4 0.1 -0.2 0.223
Cl -24.3366 12.5474 11.4785 -1.1 -0.6 -1.2 0.047
C -23.1476 13.0144 12.6296 1.0 1.3 0.7 -0.645
C -23.3764 12.2752 13.9331 0.2 -0.2 -0.6 0.130
Cl -22.2202 12.8632 15.1599 -0.3 -0.1 0.0 -0.217
H -23.2677 14.0852 12.7942 -0.2 0.0 0.2 0.475
H -22.1688 12.9704 12.1521 0.1 -0.7 0.3 0.091
H -23.2434 11.2004 13.8095 0.1 0.1 0.1 -0.189
H -24.4169 12.4484 14.2077 0.2 0.1 0.5 0.369
```
Positions in Å, forces in eV/Å.

Output
- calculated total energy (a.u.) = -6334.698618
- multiplicity = 1
- largest force on an atom (Eh/bohr) = 0.0482
- frontier orbital gap (hartree) = 0.31487
- charge = 0
- SMILES = CCN(CC)CC.CCN(CC)CC.CCN(CC)CC.CCN(CC)CC.CCN(CC)CC.CCN(CC)CC.CCN(CC)CC.CCN(CC)CC.ClCCCl.ClCCCl.ClCCCl.ClCCCl

=====

Which value of charge does entry 2 give?
+1

=====

Among the records above, which one has the highest frontier orbital gap?
C4H16N2O2

=====

What is the largest force on an atom in the third record?
0.0482 Eh/bohr